w | Here is a molecular structure, C18H28N2O4PS3Se2TaTe from OMol25. Energies are from ωB97M-V with the def2-TZVPD basis set.

Each line ends with the Mulliken charge.
Atoms and positions in Å:
Ta1 -0.7908 -0.0437 0.0876  0.249
C1 -2.6849 3.3062 -0.2813  -0.986
Se1 -1.6432 2.4715 1.1269  0.214
C2 -3.1286 2.0720 2.3482  -0.929
C3 -3.7346 0.6813 2.2361  -0.732
Se2 -3.4836 -0.1400 0.4763  0.401
C4 -3.8601 -1.9481 1.0728  -0.920
H1 -3.1556 4.1801 0.1620  0.435
H2 -3.4248 2.6183 -0.6802  0.388
H3 -1.9869 3.6047 -1.0563  0.250
H4 -3.8588 2.8502 2.1373  0.526
H5 -2.7263 2.2358 3.3447  0.392
H6 -4.8118 0.7208 2.3921  0.603
H7 -3.2897 -0.0046 2.9518  0.385
H8 -4.8726 -1.9774 1.4665  0.416
H9 -3.1312 -2.2031 1.8388  0.240
H10 -3.7806 -2.6098 0.2157  0.349
S1 0.0839 -2.2381 0.3890  -0.220
C5 0.7095 -2.4067 2.0253  0.664
C6 1.4891 -3.5093 2.3578  -1.016
C7 1.9476 -3.6608 3.6591  0.566
C8 2.7756 -4.7887 3.9865  -0.364
N1 3.4383 -5.6882 4.2485  -0.387
C9 1.6067 -2.7126 4.6372  0.434
C10 0.8152 -1.6207 4.3066  -0.821
C11 0.3717 -1.4713 2.9986  0.273
S2 -0.5850 -0.0726 2.5390  -0.226
C12 2.0792 -2.8535 5.9875  -0.392
N2 2.4654 -2.9474 7.0640  -0.383
H11 1.7443 -4.2471 1.6087  0.579
H12 0.5529 -0.8994 5.0686  0.600
C13 2.9632 2.5732 -0.0509  -1.024
S3 1.9491 1.6052 1.0398  0.600
C14 3.1248 0.3698 1.5488  -0.563
O1 1.0312 0.8397 0.0302  -0.129
H13 3.7159 3.0613 0.5689  0.484
H14 2.3188 3.3206 -0.5086  0.369
H15 3.4181 1.9281 -0.8000  0.309
H16 3.8923 0.8556 2.1513  0.497
H17 3.5538 -0.0924 0.6610  0.283
H18 2.5799 -0.3505 2.1569  -0.038
C15 -0.1572 1.9575 -5.8087  -1.064
C16 -1.2045 2.1369 -4.7399  -0.068
O2 -1.5604 0.8360 -4.1366  -0.277
P1 -0.9579 0.2489 -2.8437  0.272
O3 -1.1608 1.1535 -1.5968  -0.137
Te1 -1.8816 -1.7964 -2.0720  -0.098
O4 0.6110 0.1099 -2.9496  0.329
C17 1.2765 -0.8820 -3.7898  -0.239
C18 2.7560 -0.7943 -3.5150  -1.191
H19 0.0037 2.9144 -6.3053  0.410
H20 -0.4873 1.2365 -6.5550  0.316
H21 0.7945 1.6349 -5.3861  0.188
H22 -2.1433 2.5013 -5.1458  0.359
H23 -0.8729 2.8043 -3.9443  0.196
H24 1.0489 -0.6643 -4.8336  0.345
H25 0.8754 -1.8650 -3.5356  0.346
H26 3.1361 0.1946 -3.7704  0.314
H27 3.2829 -1.5313 -4.1196  0.429
H28 2.9636 -1.0038 -2.4651  0.195

HOMO   -14.08 eV
Spin multiplicity   1
Charge   +2
Gap between HOMO and LUMO   6.904 eV

***

x | Here is a molecular structure, C18H28N2O4PS3Se2TaTe from OMol25. Energies are from ωB97M-V with the def2-TZVPD basis set.

Each line ends with the Mulliken charge.
Atoms and positions in Å:
Ta1 0.2412 0.9528 0.1515  1.148
C1 4.3795 1.9549 0.1143  -1.174
Se1 3.0677 0.5782 -0.3758  0.220
C2 3.0377 0.9888 -2.2922  -0.721
C3 2.5049 2.3808 -2.6041  -0.844
Se2 1.2987 3.1100 -1.2096  0.281
C4 0.0323 4.0032 -2.3720  -1.043
H1 5.1789 1.9054 -0.6211  0.408
H2 4.7786 1.6951 1.0911  0.376
H3 3.9383 2.9476 0.1402  0.394
H4 2.4200 0.2105 -2.7251  0.307
H5 4.0516 0.8681 -2.6713  0.588
H6 1.9498 2.3824 -3.5407  0.490
H7 3.3105 3.1086 -2.6690  0.510
H8 0.5935 4.7258 -2.9590  0.432
H9 -0.6952 4.5213 -1.7534  0.343
H10 -0.4547 3.2727 -3.0131  0.355
S1 -0.1836 0.4932 -2.2214  -0.122
C5 -0.1766 -1.2317 -2.4701  0.406
C6 -0.5090 -1.7469 -3.7210  -0.835
C7 -0.4972 -3.1163 -3.9253  0.479
C8 -0.8903 -3.6530 -5.1923  -0.377
N1 -1.2361 -4.0802 -6.2004  -0.392
C9 -0.1237 -3.9829 -2.8772  0.456
C10 0.1958 -3.4643 -1.6337  -1.045
C11 0.1652 -2.0879 -1.4257  0.204
S2 0.5713 -1.4483 0.1488  0.116
C12 -0.0434 -5.3938 -3.1002  -0.316
N2 0.0638 -6.5233 -3.2767  -0.394
H11 -0.7928 -1.0832 -4.5268  0.590
H12 0.4616 -4.1253 -0.8195  0.586
C13 2.9567 -1.8837 2.8195  -0.897
S3 2.5751 -0.1436 3.0628  0.459
C14 1.8263 -0.2684 4.6923  -0.975
O1 1.3945 0.1427 2.1292  -0.507
H13 3.7941 -2.1401 3.4697  0.485
H14 3.2440 -2.0187 1.7785  0.247
H15 2.0858 -2.4931 3.0528  0.320
H16 2.6004 -0.5805 5.3944  0.444
H17 1.0178 -0.9969 4.6688  0.297
H18 1.4602 0.7171 4.9728  0.350
C15 -5.1466 0.9993 0.6400  -0.950
C16 -4.5382 2.3665 0.8448  -0.173
O2 -3.3612 2.2990 1.7332  -0.389
P1 -1.9554 1.8016 1.3369  0.497
O3 -1.6520 1.7479 -0.1588  -0.431
Te1 -0.0208 2.8913 2.1703  -0.165
O4 -1.8093 0.2282 1.6725  0.154
C17 -2.1941 -0.3252 2.9712  -0.102
C18 -2.2165 -1.8306 2.8563  -1.185
H19 -6.0418 1.1034 0.0280  0.410
H20 -5.4307 0.5577 1.5950  0.296
H21 -4.4558 0.3310 0.1228  0.231
H22 -5.2165 3.0397 1.3599  0.315
H23 -4.2314 2.8173 -0.0980  0.279
H24 -3.1753 0.0719 3.2275  0.378
H25 -1.4685 0.0180 3.7128  0.239
H26 -2.9562 -2.1460 2.1214  0.336
H27 -2.4824 -2.2604 3.8213  0.453
H28 -1.2405 -2.2078 2.5528  0.157

HOMO   -13.93 eV
Spin multiplicity   1
Charge   +2
Gap between HOMO and LUMO   6.240 eV

***

Most stable = w

***

w | Here is 2 unconnected molecules or ions with the total composition C3H5N4 from OMol25. Energies are from ωB97M-V with the def2-TZVPD basis set.

Each line ends with the Mulliken charge.
Atoms and positions in Å:
C1 1.1070 -0.5537 0.5322  0.038
C2 -1.4409 -0.2506 2.3645  -0.100
C3 0.8941 0.7174 -2.4652  -0.155
N1 -0.4474 0.4103 -0.5840  -0.518
N2 1.7168 -0.1835 -0.5272  -0.732
N3 -0.2240 -0.2376 0.4947  -0.030
N4 0.7916 0.3923 -1.2207  0.823
H1 1.5818 -0.9881 1.4639  0.380
H2 -2.2229 0.4843 2.4375  0.351
H3 -1.6845 -1.2547 2.4414  0.347
H4 1.6169 0.3071 -3.1633  0.284
H5 0.3118 1.3545 -3.0535  0.313

HOMO (alpha / beta)   -16.20 / -12.91 eV
Spin multiplicity   1
Charge   +1
Gap between HOMO and LUMO (alpha / beta)   9.428 / 5.931 eV

***

x | Here is a gas-phase ion, C3H5N4 (charge +1) from OMol25. Energies are from ωB97M-V with the def2-TZVPD basis set.

Each line ends with the Mulliken charge.
Atoms and positions in Å:
H1 -1.6018 2.7820 -0.3903  0.297
N1 -1.9714 1.8123 -0.1491  -0.390
C1 -1.3323 0.7446 -0.1386  0.246
C2 -2.0797 -0.5077 0.0757  0.341
N2 -2.6395 -1.4874 0.3649  -0.262
N3 0.0968 0.5066 -0.3076  0.212
N4 0.5111 -0.6852 -0.1122  -0.226
C3 1.7680 -0.9347 0.1896  -0.676
H2 0.9336 1.2938 -0.3778  0.384
H3 1.6540 -1.4805 1.0385  0.353
H4 2.6002 -0.2097 0.2363  0.396
H5 2.0610 -1.8342 -0.4292  0.324

HOMO   -16.04 eV
Spin multiplicity   1
Charge   +1
Gap between HOMO and LUMO   8.923 eV

***

Most stable = x

***

w | Here is 2 unconnected molecules or ions with the total composition C3H12N2OS from OMol25. Energies are from ωB97M-V with the def2-TZVPD basis set.

Each line ends with the Mulliken charge.
Atoms and positions in Å:
N1 0.6549 -1.9657 -0.6759  -0.515
C1 0.1496 -0.6895 -0.9186  -0.473
C2 1.0710 0.3665 -0.2236  -0.331
N2 1.1612 0.2755 1.2996  -0.605
C3 0.3670 1.6667 -0.4498  -0.700
S1 1.3800 3.0306 0.3581  -0.248
H1 1.3128 -1.8751 0.1809  0.281
H2 0.8711 -2.4080 -1.5176  0.232
H3 0.3274 -0.3689 -1.9334  0.338
H4 -0.9575 -0.3851 -0.6464  0.206
H5 1.9771 0.0169 -0.6316  0.428
H6 1.7581 1.0044 1.6101  0.267
H7 0.3042 0.2669 1.9431  0.240
H8 0.3394 1.8794 -1.5917  0.312
H9 -0.5029 1.5676 0.2254  0.450
H10 2.3988 2.6082 -0.2757  0.120
O1 -5.1030 -4.6843 0.2045  -0.648
H11 -5.5759 -5.5359 0.0212  0.327
H12 -5.7476 -4.0169 0.4367  0.320

HOMO   -8.84 eV
Spin multiplicity   1
Charge   0
Gap between HOMO and LUMO   9.789 eV

***

x | Here is 2 unconnected molecules or ions with the total composition C3H12N2OS from OMol25. Energies are from ωB97M-V with the def2-TZVPD basis set.

Each line ends with the Mulliken charge.
Atoms and positions in Å:
N1 -1.8868 -0.0863 0.4414  -0.580
C1 -1.0614 -0.3240 -0.7667  -0.750
C2 0.3928 0.0453 -0.4193  0.149
N2 0.4973 1.5031 -0.3547  -0.518
C3 1.3877 -0.6176 -1.3997  -0.814
S1 3.1116 -0.3824 -0.8733  -0.250
H1 -2.8735 -0.4200 0.2788  0.224
H2 -2.0774 0.8981 0.5317  0.242
H3 -1.1361 -1.3848 -1.0309  0.409
H4 -1.3921 0.2934 -1.6207  0.302
H5 0.6459 -0.4214 0.5770  0.226
H6 1.1262 1.8444 -1.0663  0.220
H7 0.5444 1.9486 0.5455  0.206
H8 1.2008 -1.7004 -1.3731  0.378
H9 1.1492 -0.2858 -2.4324  0.419
H10 3.8799 -0.9505 -1.8460  0.134
O1 -0.9371 0.3863 3.6381  -0.637
H11 -1.4267 -0.0310 2.8924  0.311
H12 -1.1448 -0.3150 4.2780  0.329

HOMO   -8.97 eV
Spin multiplicity   1
Charge   0
Gap between HOMO and LUMO   9.862 eV

***

Most stable = x

***

w | Here is 2 unconnected molecules or ions with the total composition C3H12N2OS from OMol25. Energies are from ωB97M-V with the def2-TZVPD basis set.

Each line ends with the Mulliken charge.
Atoms and positions in Å:
N1 0.4292 -3.2370 1.2364  -0.369
C1 0.3504 -2.4677 0.0304  -0.816
C2 -0.1643 -1.1024 0.2827  0.488
N2 -0.3867 -0.3489 -0.9251  -0.612
C3 0.8417 -0.3628 1.2162  -0.710
S1 0.9305 1.4542 1.0978  -0.241
H1 0.8751 -4.1322 1.2115  0.167
H2 -0.1853 -3.1372 2.0206  0.158
H3 -0.1780 -3.0233 -0.7635  0.246
H4 1.3086 -2.3200 -0.4811  0.339
H5 -1.1085 -1.1520 0.8490  0.175
H6 -0.2539 0.6452 -0.9152  0.173
H7 -1.2354 -0.6224 -1.3936  0.218
H8 1.8496 -0.6912 0.9815  0.298
H9 0.5704 -0.6690 2.2155  0.361
H10 0.4291 1.6946 2.3121  0.125
O1 -2.3983 3.6896 -3.4338  -0.639
H11 -1.8005 4.4335 -3.3174  0.321
H12 -1.8906 2.9012 -3.6121  0.317

HOMO   -8.78 eV
Spin multiplicity   1
Charge   0
Gap between HOMO and LUMO   9.471 eV

***

x | Here is 2 unconnected molecules or ions with the total composition C3H12N2OS from OMol25. Energies are from ωB97M-V with the def2-TZVPD basis set.

Each line ends with the Mulliken charge.
Atoms and positions in Å:
N1 -1.9901 0.2722 -0.6190  -0.689
C1 -0.9321 0.7590 0.2765  -0.716
C2 -0.0674 -0.3316 0.9402  0.328
N2 0.2340 0.0359 2.3406  -0.632
C3 1.3344 -0.4812 0.2383  -0.900
S1 1.5580 -2.0886 -0.4832  -0.232
H1 -1.5696 -0.2814 -1.3616  0.222
H2 -2.3360 1.0716 -1.1443  0.285
H3 -1.5168 1.1827 1.0794  0.312
H4 -0.3474 1.6305 -0.0711  0.262
H5 -0.6722 -1.2391 0.9496  0.493
H6 -0.2981 -0.4865 3.0176  0.209
H7 0.3147 1.0323 2.4669  0.202
H8 2.0655 -0.2660 1.0140  0.421
H9 1.5877 0.2850 -0.5033  0.331
H10 1.5587 -2.7862 0.6460  0.114
O1 -1.3764 3.0087 -2.0311  -0.643
H11 -1.8481 3.8300 -1.7485  0.323
H12 -0.4609 3.3334 -1.9387  0.309

HOMO   -8.67 eV
Spin multiplicity   1
Charge   0
Gap between HOMO and LUMO   9.134 eV

***

Most stable = w